Formula: C45H24HfN9O6S4
Source: OMol25
Level of theory: wB97M-V/def2-TZVPD

Each line ends with the Mulliken charge.
Positions of all 89 atoms, in Å:
Hf (-0.1880, 0.2330, 0.1851)  1.963
C (-3.6720, 5.0059, 3.2828)  -0.582
C (-2.7409, 5.9024, 2.7312)  -0.661
C (-1.8462, 5.4965, 1.7553)  -0.257
C (-1.9034, 4.1693, 1.3521)  0.263
C (-1.1185, 3.4084, 0.3858)  -0.489
N (-1.5172, 2.0911, 0.3895)  -0.087
C (-2.6015, 2.0198, 1.2151)  0.405
N (-3.4812, 1.0397, 1.2766)  -0.415
C (-3.3711, -0.0344, 0.5128)  -0.011
C (-4.4225, -1.0352, 0.4399)  0.424
C (-5.6583, -1.1266, 1.0649)  -0.416
C (-6.4163, -2.2560, 0.8108)  -0.662
C (-5.9497, -3.2644, -0.0499)  -0.638
C (-4.7188, -3.1612, -0.6744)  -0.303
C (-3.9633, -2.0260, -0.4106)  0.461
C (-2.6423, -1.6104, -0.8504)  -0.072
N (-1.9165, -2.3313, -1.6679)  -0.519
C (-0.7738, -1.8861, -2.1706)  0.211
N (-0.2116, -0.6552, -1.9644)  -0.327
C (0.8352, -0.5427, -2.8459)  -0.354
N (1.5743, 0.5251, -3.0766)  -0.333
C (1.3739, 1.6600, -2.4445)  -0.028
N (0.4460, 1.9268, -1.4698)  -0.344
C (0.5112, 3.2568, -1.2191)  -0.095
N (-0.2346, 3.9723, -0.3821)  -0.443
C (1.5566, 3.8786, -2.0204)  0.193
C (2.0367, 5.1823, -2.0846)  -0.150
C (3.1005, 5.4286, -2.9349)  -0.658
C (3.6699, 4.3980, -3.7039)  -0.663
C (3.1832, 3.1035, -3.6397)  -0.302
C (2.1161, 2.8647, -2.7804)  0.086
C (0.9978, -1.7767, -3.5830)  0.491
C (1.9267, -2.1782, -4.5416)  -0.259
C (1.8107, -3.4603, -5.0421)  -0.717
C (0.7861, -4.3238, -4.6060)  -0.610
C (-0.1382, -3.9182, -3.6634)  -0.431
C (-0.0122, -2.6271, -3.1524)  0.098
N (-2.3249, -0.3899, -0.2912)  -0.130
C (-2.8181, 3.2886, 1.8970)  0.035
C (-3.7281, 3.6863, 2.8669)  -0.434
H (-4.3532, 5.3560, 4.0495)  0.399
H (-2.7214, 6.9278, 3.0833)  0.391
H (-1.1176, 6.1735, 1.3260)  0.560
H (-5.9986, -0.3446, 1.7332)  0.562
H (-7.3828, -2.3715, 1.2870)  0.394
H (-6.5627, -4.1424, -0.2173)  0.385
H (-4.3460, -3.9339, -1.3365)  0.553
H (1.5952, 5.9641, -1.4777)  0.556
H (3.5114, 6.4295, -3.0046)  0.391
H (4.5109, 4.6237, -4.3499)  0.391
H (3.6204, 2.2963, -4.2156)  0.549
H (2.7125, -1.5052, -4.8642)  0.561
H (2.5199, -3.8137, -5.7817)  0.391
H (0.7290, -5.3255, -5.0160)  0.398
H (-0.9264, -4.5754, -3.3153)  0.542
H (-4.4323, 2.9785, 3.2881)  0.549
S (1.1294, 2.6103, 2.2097)  -0.350
C (2.2695, 1.7818, 1.3126)  0.372
N (2.0474, 0.8179, 0.4105)  1.317
C (3.2569, 0.2182, -0.0120)  -1.120
C (3.4017, -0.9306, -0.7791)  0.876
C (4.6639, -1.3913, -1.1080)  -1.662
C (5.8079, -0.7320, -0.6676)  -0.766
C (5.6844, 0.3818, 0.1481)  -0.390
C (4.4119, 0.8311, 0.4745)  0.475
S (3.9715, 2.1108, 1.5548)  -0.426
H (2.5394, -1.5030, -1.0804)  0.480
H (4.7539, -2.2940, -1.7005)  0.466
H (6.7908, -1.1105, -0.9245)  0.369
H (6.5594, 0.8820, 0.5466)  0.408
O (-2.1124, -0.5449, 3.9745)  -0.719
S (-1.3125, -1.1007, 2.9252)  1.490
O (-1.9982, -1.9300, 1.9677)  -0.518
O (-0.5112, -0.0034, 2.2133)  -0.482
C (-0.2290, -2.3330, 3.6242)  -0.485
C (-0.5810, -2.8149, 4.8668)  -0.750
C (-0.0536, -4.0266, 5.3024)  -0.604
C (0.7914, -4.7572, 4.4865)  -0.614
C (1.1688, -4.2640, 3.2399)  -0.403
C (0.6679, -3.0530, 2.8122)  -0.231
S (1.5195, -2.2501, 1.4674)  1.934
O (2.3793, -3.2097, 0.8398)  -0.748
O (2.1462, -1.1797, 2.1852)  -0.665
O (0.4828, -1.7208, 0.4524)  -0.932
H (-1.2859, -2.2512, 5.4642)  0.555
H (-0.3281, -4.4078, 6.2787)  0.378
H (1.1819, -5.7091, 4.8253)  0.382
H (1.8719, -4.7874, 2.6050)  0.548

Atomic forces in eV per Å
0.330 2.183 -1.998
0.051 0.031 -0.047
-0.041 -0.056 0.015
0.009 0.057 -0.008
0.124 0.157 -0.042
-0.069 -0.023 -0.188
-0.362 0.161 0.557
-0.261 -0.214 -0.346
0.113 -0.094 0.055
0.154 0.122 -0.139
-0.068 0.116 0.075
-0.064 0.019 0.033
0.028 -0.039 -0.049
0.012 0.056 0.040
-0.052 -0.033 -0.036
0.049 -0.122 -0.043
0.138 -0.062 -0.193
-0.090 0.058 0.229
0.006 0.219 -0.132
0.232 -0.546 0.214
-0.038 0.040 0.013
0.060 0.103 0.254
0.073 -0.151 -0.243
-0.034 0.130 0.353
-0.085 -0.049 -0.084
0.222 0.006 -0.017
-0.095 0.162 0.134
0.002 0.062 -0.016
-0.013 -0.037 0.003
-0.051 -0.028 0.032
0.048 0.053 -0.036
0.024 -0.179 -0.060
0.144 0.191 -0.005
0.044 -0.065 -0.076
-0.018 0.054 0.025
-0.037 0.029 0.039
0.006 -0.062 -0.064
-0.201 -0.083 0.110
-0.174 -0.330 0.479
-0.127 -0.099 0.037
-0.038 -0.010 0.050
0.031 -0.005 -0.022
-0.006 -0.055 -0.009
-0.040 -0.038 0.020
0.027 -0.050 -0.028
0.025 -0.010 -0.015
0.000 0.035 0.003
-0.013 0.048 0.051
0.030 -0.050 -0.033
-0.014 -0.048 -0.002
-0.036 -0.004 0.028
-0.032 0.052 0.025
-0.048 -0.036 0.020
-0.022 0.001 0.030
0.012 0.036 0.009
0.040 0.044 -0.027
0.036 0.053 -0.038
-0.035 -0.131 -0.130
0.146 -0.194 -0.181
0.721 -0.409 0.299
-0.359 0.163 -0.001
-0.130 0.017 -0.240
0.005 0.002 -0.043
0.004 0.027 0.075
-0.015 0.005 -0.003
0.135 0.086 0.023
0.083 0.152 0.044
-0.075 0.040 -0.148
-0.017 0.022 0.029
-0.050 0.034 -0.002
-0.028 -0.010 -0.024
0.311 0.240 0.237
-0.302 -0.090 -0.130
-0.205 0.045 -0.157
-0.821 -0.827 0.867
0.241 -0.047 -0.355
0.048 0.024 -0.037
0.053 -0.134 0.056
-0.018 -0.043 0.095
-0.031 0.074 0.027
-0.279 0.294 0.105
-0.078 0.027 0.108
-0.346 -0.346 -0.149
0.168 0.150 0.000
0.928 -0.855 0.714
0.018 -0.046 -0.026
0.020 0.011 -0.026
-0.013 0.019 -0.010
-0.016 0.002 0.048

Computed properties:
Orbital gap (alpha / beta) = 4.81 / 4.76 eV
Energy relative to the best compared isomer or geometry (same formula, charge and spin) = 0.0 kJ/mol
Charge = -1
Energy = -117409.3918 eV